This record from the OMol25 dataset describes a 16-piece molecular cluster, C94H200B6F20N10O8 overall in a non-equilibrium geometry. The level of theory is wB97M-V/def2-TZVPD.

Geometry as ORCA input:
```
! RIJCOSX wB97M-V def2-TZVPD def2/J DEFGRID3
* xyz 4 1
O 0.01779 0.19927 4.45395
C -0.20689 0.07540 3.22763
O 0.68019 -0.26274 2.28094
B 0.06231 -0.24918 0.91715
O -1.21218 0.42524 1.14313
C -1.42447 0.60933 2.42293
O -2.35940 1.20922 2.92911
O -0.06818 -1.53914 0.20643
C 0.23981 -1.42553 -1.03764
O 0.08188 -2.22896 -1.98539
C 0.83703 0.02260 -1.19570
O 0.81421 0.61414 0.00940
O 1.27554 0.52927 -2.21187
C 5.59591 -6.94353 -4.07198
C 4.78436 -7.58976 -3.01217
C 3.81777 -6.55714 -2.37067
N 3.07118 -6.99650 -1.08116
C 2.29225 -5.72586 -0.58762
C 1.01399 -5.52056 -1.41873
C 0.15770 -6.77858 -1.54178
C 0.97046 -7.93305 -2.16819
C 2.15052 -8.22104 -1.26093
C 4.09613 -7.35031 0.01999
H 6.27362 -7.71454 -4.43854
H 6.16115 -6.05774 -3.78219
H 4.91702 -6.56824 -4.83772
H 5.56374 -7.81003 -2.28268
H 4.25847 -8.46898 -3.38434
H 3.06793 -6.11508 -3.02674
H 4.42685 -5.72569 -2.01599
H 2.93280 -4.84764 -0.50686
H 1.80181 -5.90360 0.36944
H 1.34740 -5.31112 -2.43512
H 0.42786 -4.67498 -1.05878
H -0.82359 -6.62322 -1.99018
H -0.07782 -7.04360 -0.51106
H 1.25216 -7.81650 -3.21469
H 0.27436 -8.76517 -2.06269
H 2.83372 -9.01027 -1.57469
H 1.81529 -8.47540 -0.25543
H 3.49460 -7.41726 0.92651
H 4.86154 -6.57426 0.01893
H 4.67498 -8.23754 -0.23666
C 5.07105 0.81979 -0.40424
C 4.13974 1.96672 0.03402
C 4.46999 2.64891 1.36107
N 3.72833 3.91637 1.73577
C 2.28721 3.51192 2.08080
C 2.13926 2.76644 3.37482
C 2.84410 3.48295 4.58119
C 4.31837 3.91716 4.31952
C 4.48314 4.66842 2.90067
C 3.66042 4.85938 0.54111
H 4.80151 0.38450 -1.36652
H 5.11566 -0.01433 0.29601
H 6.12827 1.06885 -0.49559
H 3.08492 1.70296 0.11073
H 4.09270 2.60915 -0.84529
H 5.53452 2.87738 1.30903
H 4.22501 1.85999 2.07218
H 1.89935 2.92624 1.24734
H 1.66390 4.40388 2.14407
H 2.19501 1.67906 3.32399
H 1.06828 2.78333 3.57679
H 2.80992 2.92948 5.51959
H 2.22671 4.24160 5.06221
H 4.96987 3.04330 4.31851
H 4.67309 4.48668 5.17854
H 5.53389 4.81642 2.65145
H 4.04963 5.66822 2.92520
H 3.19011 5.81273 0.78198
H 3.11419 4.40827 -0.28728
H 4.69528 5.02969 0.24420
C 3.90222 1.60622 -8.25684
C 4.53482 0.82049 -7.07648
C 3.65346 -0.37141 -6.62838
N 4.15752 -1.15762 -5.36220
C 5.33229 -2.19106 -5.80990
C 4.70975 -3.31079 -6.67455
C 3.51477 -4.01603 -6.00676
C 2.44183 -2.94735 -5.62622
C 2.95652 -1.80352 -4.67378
C 4.81043 -0.20482 -4.24078
H 4.59793 2.30404 -8.72282
H 3.12018 2.22028 -7.81025
H 3.38517 0.93491 -8.94248
H 4.71858 1.47550 -6.22484
H 5.51198 0.46121 -7.39926
H 3.36754 -1.02236 -7.45458
H 2.74346 0.06392 -6.21547
H 6.09377 -1.68756 -6.40549
H 5.89231 -2.53555 -4.94053
H 4.43349 -2.92813 -7.65706
H 5.51175 -4.03534 -6.81566
H 3.11074 -4.78523 -6.66495
H 3.85773 -4.46242 -5.07338
H 1.92124 -2.49975 -6.47282
H 1.70354 -3.46481 -5.01362
H 2.19690 -1.05855 -4.43692
H 3.29592 -2.35895 -3.79947
H 5.04849 -0.86798 -3.40914
H 4.11319 0.61574 -4.07161
H 5.74703 0.12310 -4.69172
C 3.53373 -0.09241 6.75666
C 4.26921 -0.80310 5.56350
C 3.59480 -2.03176 4.96773
N 4.37828 -2.65301 3.79231
C 3.70632 -4.01392 3.42651
C 4.50097 -4.80773 2.31939
C 5.96280 -4.94719 2.68728
C 6.68394 -3.56603 3.03159
C 5.87699 -2.77735 4.13273
C 4.03850 -1.73426 2.58680
H 2.98227 -0.81146 7.36242
H 2.76711 0.46806 6.22164
H 4.14994 0.53962 7.39613
H 5.20703 -1.08107 6.04448
H 4.32378 -0.08641 4.74407
H 2.57026 -1.92544 4.61117
H 3.65081 -2.87044 5.66167
H 3.69440 -4.69219 4.27968
H 2.65143 -3.86852 3.19375
H 4.08577 -5.79959 2.49812
H 4.24073 -4.40687 1.33976
H 6.07918 -5.57342 3.57181
H 6.57165 -5.44148 1.93025
H 7.71541 -3.69736 3.35856
H 6.81631 -3.09401 2.05806
H 5.89045 -3.27803 5.10084
H 6.35120 -1.79698 4.17883
H 4.12360 -2.31741 1.66986
H 4.85385 -1.01517 2.66566
H 3.03471 -1.30958 2.59898
C -2.15876 -3.99187 0.97954
C -3.04817 -2.80175 1.31179
C -3.84224 -2.18401 0.14461
N -4.98592 -1.17999 0.46556
C -5.53936 -0.69098 -0.83910
C -6.90110 0.03447 -0.83048
C -7.92873 -0.60314 0.07018
C -7.39159 -1.20443 1.40722
C -6.08870 -1.98880 1.24310
C -4.54125 0.01243 1.38306
H -1.35746 -3.69894 0.30116
H -2.68753 -4.64347 0.28389
H -1.76836 -4.60831 1.78929
H -2.51142 -1.92342 1.67031
H -3.65750 -3.00972 2.19132
H -4.19926 -2.96931 -0.52169
H -3.20405 -1.53009 -0.44968
H -5.67294 -1.61035 -1.40920
H -4.76030 -0.19047 -1.41413
H -7.15317 -0.03233 -1.88883
H -6.82116 1.07299 -0.50925
H -8.36560 -1.32151 -0.62350
H -8.81862 0.00792 0.22112
H -8.08986 -1.94709 1.79317
H -7.44158 -0.41573 2.15791
H -6.18281 -2.84226 0.57164
H -5.65226 -2.41636 2.14578
H -5.38956 0.66345 1.59433
H -3.86023 0.59668 0.76420
H -4.16916 -0.39034 2.32509
C -3.15939 -6.75415 4.27554
C -2.94866 -5.40768 4.78199
C -1.56443 -5.20714 5.49408
N -1.28758 -3.78668 5.95402
C -2.44604 -3.34438 6.99591
C -2.12674 -1.94547 7.49055
C -0.79801 -1.69122 8.10006
C 0.35757 -2.22638 7.28021
C 0.08344 -3.64550 6.67111
C -1.21184 -2.79264 4.80848
H -2.69560 -7.52436 4.89179
H -2.59683 -6.83039 3.34505
H -4.22879 -6.75757 4.06463
H -3.81687 -5.24669 5.42105
H -3.00508 -4.71679 3.94081
H -0.71321 -5.47175 4.86677
H -1.56717 -5.76679 6.42944
H -2.49981 -4.15263 7.72526
H -3.40830 -3.41953 6.48944
H -2.88021 -1.76594 8.25747
H -2.31142 -1.22564 6.69314
H -0.74018 -2.13517 9.09388
H -0.56594 -0.62735 8.14925
H 1.27597 -2.24866 7.86685
H 0.61624 -1.48549 6.52373
H 0.07149 -4.34447 7.50741
H 0.88452 -3.94789 5.99662
H -1.08404 -1.75492 5.11655
H -2.19053 -2.80650 4.32883
H -0.48444 -3.07907 4.04891
C -4.04701 7.17010 -4.14597
C -3.77468 6.18671 -3.10733
C -3.21390 6.84433 -1.87233
N -3.17663 5.98756 -0.60976
C -2.77739 6.85655 0.57335
C -2.52957 5.94453 1.76928
C -1.41171 4.83469 1.49949
C -1.86368 3.96420 0.37327
C -2.21703 4.79162 -0.86495
C -4.59396 5.49057 -0.34413
H -4.65937 6.67842 -4.90185
H -3.10485 7.56417 -4.52693
H -4.55895 8.08364 -3.84351
H -3.14918 5.34034 -3.39104
H -4.80900 5.90716 -2.90699
H -3.74758 7.75940 -1.61554
H -2.20793 7.26096 -1.92257
H -1.86058 7.33149 0.22409
H -3.41506 7.74054 0.56664
H -2.27475 6.46718 2.69124
H -3.44383 5.50305 2.16595
H -0.47496 5.36450 1.32659
H -1.15894 4.29631 2.41291
H -1.07170 3.29390 0.03925
H -2.71350 3.34087 0.65140
H -1.30123 5.31542 -1.13890
H -2.63159 4.20139 -1.68218
H -5.25864 6.29322 -0.02466
H -4.58464 4.74338 0.44941
H -5.10603 4.95761 -1.14528
C 4.33074 6.92712 -8.01500
C 4.14162 6.03091 -6.83489
C 2.64904 6.07186 -6.36912
N 2.23476 5.26966 -5.08613
C 2.18997 3.75859 -5.56282
C 1.59787 2.86879 -4.46239
C 0.18502 3.28017 -4.16771
C 0.04001 4.70687 -3.81668
C 0.75576 5.73199 -4.75004
C 3.21825 5.43017 -3.95450
H 3.50418 6.96198 -8.72470
H 5.30192 6.88954 -8.50843
H 4.28231 7.96658 -7.69056
H 4.83290 6.31289 -6.04070
H 4.30247 4.97181 -7.03622
H 1.92619 5.76615 -7.12551
H 2.40682 7.07862 -6.02872
H 1.72710 3.65550 -6.54426
H 3.18925 3.37620 -5.77097
H 1.49722 1.86900 -4.88477
H 2.18345 2.87462 -3.54307
H -0.44921 3.16046 -5.04608
H -0.17856 2.59756 -3.39964
H -1.02911 4.91707 -3.78667
H 0.48808 4.91080 -2.84419
H 0.22685 5.65363 -5.69989
H 0.79092 6.74979 -4.36154
H 3.10723 6.44286 -3.56689
H 4.22185 5.33830 -4.36976
H 3.01707 4.73784 -3.13701
C -6.67002 4.45034 8.97449
C -6.16081 3.88469 7.64900
C -4.65414 3.52782 7.73907
N -3.98511 2.81722 6.51869
C -3.54758 3.74077 5.34030
C -2.40465 4.73803 5.64422
C -1.19197 3.90482 6.05902
C -1.52780 2.87992 7.19313
C -2.73616 1.97312 6.87817
C -4.98035 1.83965 5.86963
H -6.27386 5.46309 9.04876
H -6.19273 3.84712 9.74677
H -7.74753 4.56436 8.85584
H -6.22999 4.63936 6.86557
H -6.81566 3.06067 7.36569
H -4.48645 2.74614 8.47999
H -4.08825 4.42887 7.97562
H -4.47630 4.23144 5.04904
H -3.20239 3.02676 4.59255
H -2.66656 5.41044 6.46113
H -2.14118 5.33375 4.77026
H -0.36041 4.45042 6.50505
H -0.68996 3.44254 5.20908
H -1.96859 3.27523 8.10830
H -0.76029 2.11643 7.32016
H -2.94325 1.33816 7.73960
H -2.35335 1.52264 5.96241
H -5.72840 2.50096 5.43242
H -5.34901 1.22947 6.69418
H -4.38578 1.39893 5.06941
C -5.87613 -1.47101 -7.19150
C -4.92582 -1.10192 -6.05486
C -3.55356 -2.00751 -6.15392
N -2.53428 -1.77878 -5.00213
C -2.95158 -2.45000 -3.69216
C -2.98014 -4.01775 -3.74652
C -1.68402 -4.62742 -4.23995
C -1.22390 -3.97382 -5.57574
C -1.22621 -2.42282 -5.41748
C -2.24721 -0.29203 -4.90462
H -5.47115 -1.51861 -8.20236
H -6.62338 -0.68476 -7.08412
H -6.26581 -2.46182 -6.95795
H -5.39514 -1.43748 -5.13007
H -4.68512 -0.03987 -6.00752
H -3.07996 -1.72946 -7.09545
H -3.76522 -3.07134 -6.26149
H -3.86559 -1.92296 -3.41845
H -2.16041 -2.04952 -3.05832
H -3.87245 -4.36651 -4.26638
H -3.14060 -4.34747 -2.72006
H -1.70995 -5.71498 -4.17181
H -0.96150 -4.40560 -3.45455
H -1.83369 -4.14779 -6.46231
H -0.26302 -4.44839 -5.77470
H -0.83042 -1.94895 -6.31576
H -0.48483 -2.16402 -4.66152
H -1.51542 -0.07263 -4.12715
H -3.14493 0.31573 -4.79143
H -1.90148 0.24333 -5.78891
B 5.74542 -3.13448 -1.77323
F 6.60930 -2.22751 -2.19350
F 5.29899 -3.92041 -2.80503
F 6.23730 -3.86161 -0.72913
F 4.74787 -2.35925 -1.12663
B -0.06404 0.36720 -8.18875
F 0.76421 -0.69974 -8.00980
F 0.36151 1.01990 -9.28640
F -1.31729 -0.16286 -8.25019
F 0.13932 1.04342 -6.97907
B -5.36652 -1.83690 4.96544
F -6.42718 -1.11489 4.46246
F -4.23281 -1.50404 4.25566
F -5.12349 -1.51206 6.25620
F -5.59641 -3.19492 4.85789
B -6.40523 3.90768 2.61957
F -6.57793 4.16523 4.02684
F -5.14500 3.34024 2.50378
F -7.37461 3.08974 2.27194
F -6.38744 5.07461 1.92639
B 1.13168 6.74737 -0.65286
F 0.36169 7.23923 -1.77321
F 2.40962 7.15922 -0.98270
F 0.76505 7.53474 0.38657
F 0.93868 5.35867 -0.50934
*
```

Values from the calculation:
Strongest force on any atom ... 0.08126 hartree/bohr
Frontier orbital gap ... 9.21 eV
Calculated total energy ... -190412.274 eV
HOMO level ... -16.5 eV
LUMO level ... -7.3 eV

Results of the Mulliken charge analysis, in e, for atoms 1 through 4:
1 O -0.170
2 C 0.034
3 O -0.012
4 B 0.242

This record from the OMol25 dataset describes C4H8O3 in the gas phase. The level of theory is wB97M-V/def2-TZVPD.

Geometry as ORCA input:
```
! RIJCOSX wB97M-V def2-TZVPD def2/J DEFGRID3
* xyz 0 1
O 1.84577 0.34669 -1.50267
C 1.20716 0.80893 -0.33403
C -0.08521 0.05486 -0.03653
C -0.43262 -0.32831 1.41064
O -1.74941 -0.07340 1.81675
C -0.60512 -0.92585 -0.97767
O -1.09653 0.41061 -0.98479
H 1.22719 0.49924 -2.23013
H 1.92871 0.70877 0.48179
H 0.97577 1.88348 -0.43263
H -0.33237 -1.41879 1.46564
H 0.32465 0.09333 2.08457
H -1.94042 0.85487 1.64127
H -1.34094 -1.62866 -0.58397
H 0.04555 -1.27872 -1.77022
*
```

Values from the calculation:
Strongest force on any atom ... 0.00992 hartree/bohr
Frontier orbital gap ... 10.95 eV
Calculated total energy ... -10418.052 eV
HOMO level ... -10.2 eV
LUMO level ... 0.8 eV
Energy relative to the best compared isomer or geometry (same formula, charge and spin) ... 2.9518 eV

Results of the natural (NBO) charge analysis, in e, for atoms 1 through 4:
1 O -0.705
2 C -0.076
3 C 0.122
4 C -0.073

Q: Which of these has the highest LUMO level?
A: C4H8O3

Q: The highest LUMO level belongs to which entry?
A: C4H8O3